This record from the Open Molecules 2025 dataset describes a molecular structure, C38H35ClF5N3O4RhTe. The level of theory is ωB97M-V with the def2-TZVPD basis set.

Summary:
Spin multiplicity = 5
Relative energy (zero: lowest compared OMol25 entry of this formula, charge and spin) = 0.000 eV
Charge = -1
Highest occupied orbital energy (spin up / spin down) = -1.2 / -5.0 eV
⟨S²⟩ = 6.04
LUMO (spin up / spin down) = 2.28 / 0.30 eV
E_tot = -89042.0457 eV

XYZ file:
```
88
Properties=species:S:1:pos:R:3:forces:R:3:lowdin_charge:R:1
Rh -0.08345 1.63417 0.14977 -0.330 -0.283 0.300 0.796
C -2.97390 -5.45761 -0.69913 -0.038 -0.040 -0.132 -0.083
O -2.33000 -4.78754 0.36656 0.016 0.008 0.093 -0.110
C -3.16909 -4.13348 1.24904 -0.105 0.026 0.009 -0.241
C -4.24230 -4.74247 1.85534 0.000 -0.019 -0.008 -0.045
C -5.06875 -4.02418 2.72759 -0.032 0.080 0.015 -0.126
C -4.80367 -2.68133 2.95271 -0.096 -0.263 0.039 -0.121
C -3.72129 -2.05617 2.35555 0.081 0.125 -0.061 -0.040
C -2.85788 -2.77949 1.50852 -0.054 0.162 -0.064 -0.174
N -1.76171 -2.24281 0.88608 0.164 -0.263 -0.170 0.132
C -1.16766 -1.01694 1.08003 -0.752 0.120 0.060 -0.347
N -1.07984 -0.58857 2.37663 0.148 -0.019 0.134 0.134
C -0.47726 0.52310 2.90939 0.020 -0.033 -0.021 -0.181
C 0.07726 1.57539 2.15924 -0.020 -0.043 -0.353 -0.222
C 0.68743 2.60989 2.86174 0.016 0.009 0.224 -0.186
C 0.74255 2.64643 4.25032 0.071 0.096 -0.072 -0.115
C 0.16490 1.61545 4.98318 0.013 -0.053 0.083 -0.047
C -0.43783 0.57256 4.32079 -0.032 0.137 -0.017 -0.247
O -1.02036 -0.49031 4.99942 0.120 0.029 0.007 -0.127
C -2.15004 -0.12851 5.77218 -0.137 0.013 0.040 -0.086
N -0.49172 -0.41341 0.05252 0.450 0.959 -0.306 -0.023
C -0.85569 -0.76210 -1.25335 -0.152 -0.469 -0.246 -0.249
C 0.13705 -1.17875 -2.14852 -0.252 0.065 0.293 -0.038
C -0.18057 -1.63043 -3.41877 -0.011 -0.042 -0.247 -0.111
C -1.49944 -1.65433 -3.84019 0.052 0.015 0.069 -0.099
C -2.50832 -1.20357 -2.98883 -0.068 -0.087 -0.197 -0.032
C -2.20454 -0.75757 -1.71659 0.390 0.162 0.246 -0.238
O -3.11778 -0.25378 -0.85020 0.102 -0.065 0.096 -0.110
C -4.44766 -0.13765 -1.29325 -0.130 0.020 0.014 -0.086
H -2.18639 -5.89322 -1.31184 -0.007 0.005 0.003 0.088
H -3.55659 -4.75842 -1.30754 0.007 0.013 0.043 0.097
H -3.63419 -6.25592 -0.35114 0.038 0.000 0.019 0.075
H -4.44930 -5.78656 1.65521 0.027 0.003 -0.023 0.104
H -5.91373 -4.51347 3.19345 0.008 0.019 0.026 0.084
H -5.45722 -2.10780 3.59946 0.012 0.031 -0.019 0.094
H -3.56755 -0.99473 2.49381 0.080 -0.005 0.000 0.103
H -1.43083 -2.76599 0.08716 0.109 -0.089 0.069 0.145
H -1.39047 -1.25075 3.07029 0.020 -0.042 0.032 0.128
H 1.13949 3.43011 2.31393 -0.013 -0.009 -0.059 0.081
H 1.22302 3.47202 4.76097 0.017 -0.005 -0.017 0.089
H 0.20122 1.62085 6.06617 -0.042 -0.047 0.000 0.108
H -1.88351 0.53634 6.59892 0.052 -0.040 -0.006 0.078
H -2.56439 -1.05335 6.17095 -0.015 0.023 0.013 0.087
H -2.90518 0.37500 5.15956 0.033 -0.040 -0.044 0.096
H 1.16279 -1.16562 -1.79937 -0.014 -0.018 0.022 0.110
H 0.60459 -1.97757 -4.07968 0.019 0.068 -0.008 0.104
H -1.75122 -1.99811 -4.83533 -0.014 -0.010 0.005 0.099
H -3.53154 -1.18615 -3.34193 0.041 0.000 0.014 0.103
H -4.99120 0.34222 -0.48209 0.006 0.011 -0.018 0.091
H -4.89592 -1.11926 -1.48466 0.036 0.008 -0.017 0.094
H -4.51583 0.47931 -2.19467 0.008 0.008 0.033 0.091
Cl -2.61015 2.85782 0.28607 -0.411 -0.029 -0.004 0.526
C -0.94867 3.48151 0.39706 0.272 0.044 -0.217 -0.696
H -0.85650 4.01284 1.33811 0.079 -0.137 0.045 -0.006
H -0.76863 4.13355 -0.45640 -0.035 -0.092 -0.058 0.003
C 8.49307 0.91022 0.71626 -0.080 0.004 -0.060 -0.056
C 7.06406 1.19428 0.33951 -0.056 -0.013 0.003 -0.273
C 6.04227 1.09688 1.27126 0.078 0.002 0.018 -0.023
C 4.71861 1.37361 0.94588 -0.152 -0.020 0.010 -0.310
C 3.66856 1.26082 2.01328 0.089 -0.005 -0.023 -0.087
C 4.40303 1.78035 -0.36009 -0.174 -0.130 0.050 -0.472
Te 2.41136 2.38006 -0.88553 0.549 0.223 -0.057 1.312
C 5.42323 1.84974 -1.32489 -0.073 0.084 -0.151 -0.324
C 5.13725 2.19966 -2.76058 -0.035 -0.027 0.027 -0.100
C 6.73041 1.55927 -0.95876 0.057 -0.002 0.040 -0.030
H 8.57501 0.66300 1.77395 0.032 -0.003 -0.002 0.070
H 9.12207 1.77923 0.51440 0.034 -0.020 0.020 0.078
H 8.88825 0.07424 0.13582 0.027 0.003 0.018 0.078
H 6.27942 0.79961 2.28784 -0.022 0.000 -0.003 0.111
H 4.04657 0.72264 2.88251 0.013 0.001 -0.009 0.080
H 2.77986 0.75019 1.64329 -0.051 0.022 0.054 0.049
H 3.35637 2.25144 2.34638 -0.093 -0.021 0.022 0.072
H 4.39275 2.99222 -2.83329 0.043 0.011 -0.061 0.026
H 4.73039 1.33294 -3.28623 -0.037 0.030 -0.039 0.085
H 6.04367 2.51585 -3.27623 0.020 -0.022 0.012 0.072
H 7.51290 1.61882 -1.70923 -0.019 0.022 -0.014 0.115
F -1.50330 1.03163 -7.31248 -0.029 -0.048 -0.059 0.085
C -1.15278 1.29224 -6.03882 0.040 -0.036 -0.001 -0.165
C 0.14948 1.11617 -5.61310 -0.127 0.091 0.122 -0.167
F 1.07677 0.64987 -6.46364 0.041 -0.040 -0.093 0.097
C 0.49907 1.40407 -4.31115 -0.126 0.107 0.266 -0.162
F 1.77766 1.17876 -3.95185 0.175 0.011 0.102 0.046
C -0.40927 1.89130 -3.33959 -0.136 -0.149 -0.265 -0.318
O -0.08304 2.20672 -2.13370 0.267 -0.101 0.344 -0.307
C -1.72719 2.03242 -3.82835 0.132 0.009 0.038 -0.149
F -2.67758 2.47587 -2.99093 -0.087 -0.015 0.044 0.079
C -2.08840 1.74485 -5.12747 0.137 -0.020 0.030 -0.164
F -3.36105 1.90047 -5.51875 -0.186 0.035 -0.046 0.098
```
Positions in Å, forces in eV/Å.

This record from the Open Molecules 2025 dataset describes a molecular structure, C38H35ClN2Si2Y. The level of theory is ωB97M-V with the def2-TZVPD basis set.

Summary:
Spin multiplicity = 1
Relative energy (zero: lowest compared OMol25 entry of this formula, charge and spin) = 1.098 eV
Charge = +1
Highest occupied orbital energy (spin up / spin down) = -8.6 / -8.3 eV
LUMO (spin up / spin down) = -3.24 / -3.24 eV
E_tot = -72268.4294 eV

XYZ file:
```
79
Properties=species:S:1:pos:R:3:forces:R:3:lowdin_charge:R:1
C -1.96924 -0.88834 3.87589 -0.951 -0.537 -0.492 -0.197
C -2.43316 -0.50141 2.57252 -0.227 -0.950 0.635 -0.180
C -2.41536 -1.65957 1.74053 -0.094 -0.108 0.947 -0.166
H -2.82466 0.47251 2.28904 0.178 -0.182 0.051 0.108
C -1.92034 -2.75891 2.50990 -0.953 0.348 0.489 -0.197
C -1.65410 -2.28240 3.83534 -1.239 0.098 -0.202 -0.222
H -1.34176 -2.88971 4.68083 0.039 0.152 -0.259 0.116
H -1.96391 -0.26357 4.76272 0.208 -0.065 -0.197 0.117
H -2.77935 -1.70655 0.72505 0.224 0.013 0.060 0.093
H -1.81582 -3.78506 2.16887 0.080 0.280 0.058 0.120
Y 0.00333 -1.27191 2.41910 2.333 1.594 -1.418 1.162
Si 1.57636 1.33065 -0.94225 -2.184 -1.025 2.339 0.806
C 0.30595 2.69365 -0.87088 0.079 0.701 -0.077 -0.340
C 0.75869 3.92775 -1.37871 -0.565 -0.203 -0.203 -0.124
H 1.82058 4.05748 -1.59195 -0.279 -0.009 -0.167 0.089
C -0.13687 4.96075 -1.64646 -0.030 0.121 0.188 -0.076
H 0.23993 5.90089 -2.05949 -0.243 -0.314 0.124 0.112
C -1.49996 4.77910 -1.39626 0.159 -0.063 -0.003 -0.075
H -2.20754 5.56343 -1.66450 0.150 -0.228 0.063 0.109
C -1.94722 3.61090 -0.76983 0.293 0.079 0.330 -0.072
H -3.01088 3.47759 -0.54690 0.424 0.129 0.024 0.111
C -1.03081 2.61042 -0.41792 -0.116 0.185 -0.669 -0.126
H -1.40302 1.73943 0.13710 0.243 0.291 -0.365 0.081
C 0.53212 -0.37115 -1.11463 -0.204 -0.332 -0.774 -0.340
C -0.91933 -0.41071 -1.23841 -0.423 2.849 2.294 -0.261
H -1.50257 0.49702 -1.35565 0.366 -0.283 -0.294 0.097
C -1.65800 -1.65750 -1.43254 -1.089 -0.362 -1.905 -0.258
H -2.72963 -1.64297 -1.67058 0.530 0.153 0.372 0.143
C -0.98975 -2.88536 -1.09369 0.298 -1.412 1.753 -0.149
H -1.52960 -3.83699 -1.18405 0.339 0.470 0.106 0.142
C 0.31488 -2.81413 -0.62956 -0.847 -1.331 0.826 -0.215
H 0.75241 -3.69454 -0.14216 0.039 0.367 -0.658 0.094
C 1.07141 -1.63542 -0.74431 2.062 0.376 1.290 -0.250
H 2.11308 -1.68060 -0.41242 -0.185 -0.061 -0.372 0.103
H 1.78468 1.12103 0.52866 0.305 -0.319 0.129 -0.040
Si -0.43164 -1.42605 -2.79303 0.648 1.035 -4.249 0.758
C 0.19086 -2.81456 -3.92197 0.718 -0.099 0.581 -0.221
C -0.45991 -2.96473 -5.15431 -0.011 -0.084 0.093 -0.086
H -1.17251 -2.20413 -5.47865 0.083 -0.258 0.014 0.103
C -0.19602 -4.07814 -5.95977 0.072 0.006 0.111 -0.072
H -0.72073 -4.19741 -6.90861 0.143 0.052 0.270 0.109
C 0.73160 -5.04082 -5.54870 -0.065 0.249 0.163 -0.073
H 0.91977 -5.92694 -6.15726 -0.089 0.293 0.148 0.110
C 1.43994 -4.85248 -4.35886 0.079 0.219 0.021 -0.073
H 2.18565 -5.57936 -4.03306 -0.174 0.202 -0.189 0.109
C 1.19949 -3.72447 -3.57134 -0.299 -0.261 -0.153 -0.087
H 1.78857 -3.55041 -2.67174 -0.190 -0.197 -0.126 0.096
C -0.57545 0.10387 -3.93860 -0.204 -0.514 0.652 -0.250
C -1.83147 0.65774 -4.18877 0.113 0.613 -0.357 -0.098
H -2.73132 0.09185 -3.95227 0.076 0.138 -0.004 0.106
C -1.94496 1.94691 -4.72532 -0.050 -0.138 -0.016 -0.074
H -2.93340 2.37412 -4.90343 0.270 -0.119 0.027 0.107
C -0.80150 2.69401 -5.01537 0.110 -0.165 0.206 -0.082
H -0.88540 3.71763 -5.39608 0.024 -0.461 0.115 0.110
C 0.45712 2.13117 -4.78113 0.011 -0.178 0.067 -0.081
H 1.35695 2.71240 -4.98274 -0.199 -0.146 -0.029 0.107
C 0.57348 0.83466 -4.25622 -0.167 0.532 -0.148 -0.112
H 1.56539 0.41438 -4.06247 -0.237 0.112 -0.127 0.106
H 2.88162 1.95931 -1.19147 0.118 -0.548 -1.095 -0.011
Cl 1.67128 -3.08642 2.46212 0.327 -0.387 0.122 -0.004
N 0.13833 1.34292 2.73207 -0.287 0.248 -0.314 0.040
C 0.89450 1.79300 3.88620 0.400 0.786 0.230 -0.215
C 1.22645 3.12482 4.11916 -0.151 -0.973 -0.017 0.006
C 1.92726 3.48167 5.29573 0.227 -0.332 0.450 -0.052
C 2.28731 2.52375 6.22595 0.052 0.200 -0.088 -0.013
C 1.99229 1.14962 6.01695 -0.515 0.330 -1.005 -0.141
C 2.34781 0.11412 6.90431 -0.032 -0.393 -0.063 0.021
C 2.00095 -1.19004 6.60435 0.179 0.397 0.455 -0.020
C 1.31751 -1.46671 5.41484 -0.059 0.961 -0.936 -0.124
N 1.01282 -0.51829 4.51028 0.123 -0.466 1.243 -0.005
C 1.29697 0.79609 4.81392 0.188 -0.602 0.215 -0.146
H -0.84621 1.57952 2.87869 0.202 -0.140 0.090 0.091
H 0.38655 1.88226 1.89713 0.212 -0.123 0.209 0.051
H 0.95077 3.89456 3.39961 -0.009 -0.184 0.129 0.123
H 2.18517 4.52712 5.47624 -0.115 -0.349 -0.100 0.117
H 2.82610 2.79186 7.13995 -0.214 0.039 -0.362 0.125
H 2.89873 0.37968 7.80921 -0.179 -0.230 -0.216 0.132
H 2.25177 -2.01480 7.26654 -0.044 0.221 -0.092 0.119
H 1.03699 -2.48905 5.15542 0.194 0.292 0.051 0.081
```
Positions in Å, forces in eV/Å.

This record from the Open Molecules 2025 dataset describes 7 unconnected molecules or ions with the total composition C38H35F5N2. The level of theory is ωB97M-V with the def2-TZVPD basis set.

Summary:
Spin multiplicity = 1
Relative energy (zero: lowest compared OMol25 entry of this formula, charge and spin) = 1.801 eV
Charge = 0
Highest occupied orbital energy = -8.2 eV
LUMO = 0.37 eV
E_tot = -56538.3861 eV
SMILES string = c1cc[nH]c1.c1cc[nH]c1.Fc1ccccc1.Fc1ccccc1.Fc1ccccc1.Fc1ccccc1.Fc1ccccc1

XYZ file:
```
80
Properties=species:S:1:pos:R:3:forces:R:3:lowdin_charge:R:1
N -4.76259 0.87736 0.62485 2.566 -0.758 -0.375 0.011
C -5.88855 1.33918 0.08362 -0.257 0.864 -1.184 -0.159
C -5.67780 1.51081 -1.28886 -2.647 0.042 0.472 -0.111
C -4.39905 1.01582 -1.56084 0.979 0.037 -0.810 -0.146
C -3.80307 0.69411 -0.37997 0.051 -0.450 0.923 -0.128
H -4.56655 0.74912 1.60096 -0.121 0.086 0.079 0.125
H -6.70665 1.56711 0.73214 -0.453 0.136 -0.068 0.104
H -6.51475 1.86188 -1.94867 1.318 -0.474 0.506 0.106
H -3.88738 0.84371 -2.50702 -0.386 0.389 0.134 0.098
H -2.77061 0.32935 -0.24075 -1.001 0.204 0.364 0.106
N 1.94231 1.39077 -4.27490 2.172 0.983 0.016 0.000
C 1.28647 1.02011 -5.40061 -1.142 -0.458 0.288 -0.152
C 1.89028 -0.11083 -5.88379 0.456 -1.143 -0.025 -0.102
C 3.11398 -0.27475 -5.11704 -0.151 0.135 -0.529 -0.122
C 3.16724 0.72922 -4.18649 -0.398 -0.015 0.543 -0.135
H 1.74329 2.16797 -3.67718 -0.240 0.432 -0.214 0.114
H 0.43126 1.60938 -5.72941 0.031 -0.613 0.197 0.113
H 1.44725 -0.90584 -6.53242 0.647 1.311 0.222 0.105
H 3.90008 -0.99296 -5.31440 -0.211 0.023 0.076 0.087
H 3.97550 1.07958 -3.49539 -1.145 -0.626 -0.657 0.123
F 5.62507 -2.36852 -0.56113 -0.304 -0.522 0.068 0.024
C 4.75110 -3.23539 0.03460 0.245 0.454 0.891 -0.286
C 3.50975 -2.72866 0.40382 0.335 -0.642 -0.237 -0.028
C 2.62121 -3.63079 0.99656 0.347 0.242 -0.190 -0.089
C 3.01788 -4.92756 1.27532 1.396 -0.004 -0.609 -0.081
C 4.29974 -5.42577 0.90048 -1.026 1.913 -0.096 -0.070
C 5.19402 -4.53965 0.32468 1.409 0.265 -2.692 -0.030
H 3.22289 -1.70122 0.18217 0.152 -0.284 -0.050 0.112
H 1.59696 -3.31073 1.16788 0.182 -0.093 0.278 0.109
H 2.33773 -5.56018 1.76677 -0.784 -0.880 0.382 0.081
H 4.55455 -6.45016 0.94748 0.105 -0.893 0.433 0.088
H 6.18097 -4.84655 -0.26213 -2.086 0.493 1.822 0.160
F 0.04650 -5.10315 -2.22455 0.838 0.137 -0.666 0.026
C 1.29635 -4.88292 -2.76963 -0.592 0.600 1.139 -0.265
C 1.90377 -3.67034 -2.51955 -1.551 1.248 0.566 -0.023
C 3.18546 -3.41967 -2.95261 -0.762 -1.448 -0.784 -0.087
C 3.83983 -4.42374 -3.64549 0.210 -0.818 0.284 -0.074
C 3.27293 -5.70243 -3.76555 -0.905 2.429 0.244 -0.064
C 1.95500 -5.90446 -3.38177 0.440 -0.780 0.528 -0.022
H 1.30137 -2.87319 -2.02410 0.628 -0.756 -0.307 0.127
H 3.59866 -2.47384 -2.80516 0.723 1.338 0.190 0.083
H 4.83276 -4.27105 -4.03414 0.221 0.097 0.017 0.100
H 3.85002 -6.44130 -4.19952 0.870 -1.586 -0.812 0.078
H 1.49745 -6.87226 -3.33007 -0.132 -0.427 -0.440 0.115
F -3.65420 2.24648 3.18178 0.236 0.437 -0.021 0.014
C -3.12277 3.40979 2.67991 0.108 -0.481 0.217 -0.269
C -1.73648 3.57314 2.78337 -0.586 1.654 -1.074 -0.003
C -1.14874 4.75429 2.26374 -1.150 -0.371 -0.175 -0.074
C -1.97102 5.73187 1.64351 0.402 -0.877 0.962 -0.095
C -3.33346 5.42651 1.49599 -0.413 0.097 0.971 -0.074
C -3.99319 4.30251 2.08855 2.771 0.971 -0.752 0.006
H -1.17600 2.80861 3.25098 0.572 -0.634 0.362 0.099
H -0.07171 4.90982 2.26544 -0.211 -0.125 0.371 0.099
H -1.50493 6.73461 1.46316 -0.815 -1.131 -0.472 0.115
H -3.94856 6.14915 1.00670 -0.399 0.409 -0.235 0.088
H -5.04341 4.13256 2.06632 -0.525 -0.031 -0.223 0.105
F -1.08408 1.80408 8.17220 0.300 0.087 0.812 0.079
C -1.74378 1.04285 7.31567 -1.852 -0.668 -2.290 -0.293
C -1.06684 0.10726 6.52625 1.350 0.492 0.349 -0.028
C -1.68526 -0.47745 5.43751 -0.085 -0.569 -0.348 -0.098
C -3.04750 -0.32938 5.24150 -0.332 1.335 0.996 -0.113
C -3.78614 0.58842 5.99278 2.448 0.798 1.611 -0.061
C -3.10097 1.31994 7.02326 0.838 -1.682 -0.972 0.007
H 0.00381 -0.09815 6.71037 -0.671 0.356 -0.096 0.123
H -1.11837 -1.02343 4.66013 -0.219 0.015 0.954 0.117
H -3.54628 -0.88739 4.51517 -0.569 -0.679 -1.352 0.079
H -4.78669 0.88683 5.77768 -0.615 -0.279 -0.141 0.092
H -3.58682 2.05873 7.59744 -0.579 0.792 0.461 0.092
F 1.37626 -0.16359 -1.42834 0.518 0.671 0.276 0.027
C 1.04191 1.16862 -1.34711 0.596 -2.083 0.358 -0.291
C -0.26839 1.39695 -1.57657 -0.068 3.076 -0.277 -0.009
C -0.67018 2.75427 -1.65401 -0.997 -0.492 -0.028 -0.057
C 0.21783 3.75232 -1.37320 1.384 -0.792 0.584 -0.096
C 1.52784 3.40213 -1.00242 -0.213 2.346 -0.498 -0.093
C 1.98559 2.12756 -1.02670 -0.294 -0.526 -0.150 -0.037
H -0.90015 0.60232 -1.78865 -1.104 -1.272 -0.376 0.094
H -1.68561 3.06486 -1.91562 0.183 -0.550 0.081 0.112
H -0.00310 4.78880 -1.39505 -0.566 0.670 -0.113 0.093
H 2.20033 4.25092 -0.82051 -0.050 -0.578 0.127 0.116
H 3.01846 1.94558 -0.85943 0.579 -0.572 0.183 0.114
```
Positions in Å, forces in eV/Å.